C24H30N4O4 | ωB97M-V with the def2-TZVPD basis set

The geometry in XYZ format:
```
62
C24H30N4O4, DFT ωB97M-V with the def2-TZVPD basis set
C 0.33945 -6.61808 -0.34873
C -0.77948 -5.77748 0.23761
O -1.08509 -4.73277 -0.68663
C -1.95773 -3.80804 -0.23834
O -2.46307 -3.82664 0.85960
N -2.22508 -2.87475 -1.18339
C -1.50713 -2.80304 -2.44224
C -1.53527 -1.36452 -2.96500
N -1.28477 -0.43508 -1.88603
C -0.24212 0.42697 -1.97199
O 0.47034 0.49213 -2.95678
C -0.04239 1.31652 -0.78825
C -0.24059 2.65538 -0.90058
N -0.06069 3.52873 0.12878
C -0.22072 4.94870 -0.11697
C 1.03522 5.61282 -0.71243
C 2.26005 5.34972 0.15947
C 1.30114 5.17302 -2.15022
C 0.28495 3.14200 1.41988
O 0.34971 3.96564 2.32792
C 0.53900 1.73172 1.53676
C 0.41547 0.83916 0.46779
C 0.80262 -0.44339 0.95824
C 0.93862 -1.70378 0.37836
C 1.35708 -2.74854 1.16887
C 1.63930 -2.56277 2.52559
C 1.53271 -1.32515 3.12036
C 1.11963 -0.25787 2.32796
N 0.95414 1.05789 2.65623
C 1.19732 1.62244 3.95509
C -2.20954 -0.47868 -0.76736
C -3.06264 -1.74735 -0.85503
H 1.22366 -6.00834 -0.51558
H 0.02937 -7.04206 -1.29995
H 0.58769 -7.42337 0.33636
H -0.49083 -5.33121 1.19568
H -1.68069 -6.37883 0.40268
H -1.96245 -3.47679 -3.17834
H -0.47730 -3.13056 -2.27906
H -0.75034 -1.21460 -3.70917
H -2.50213 -1.14148 -3.42890
H -0.58119 3.08759 -1.82823
H -0.43538 5.40659 0.85242
H -1.07280 5.10084 -0.78446
H 0.83111 6.68969 -0.71340
H 2.54496 4.30038 0.11003
H 2.05357 5.59950 1.19682
H 3.10170 5.94641 -0.18398
H 0.43318 5.35478 -2.78131
H 1.55341 4.11597 -2.19544
H 2.13825 5.73496 -2.55794
H 0.73939 -1.84417 -0.67241
H 1.47839 -3.73045 0.73758
H 1.95785 -3.40934 3.11580
H 1.76600 -1.18696 4.16488
H 2.23786 1.46539 4.24830
H 0.99037 2.68992 3.91061
H 0.54636 1.15648 4.69831
H -1.65089 -0.49721 0.17104
H -2.85567 0.40886 -0.76971
H -3.84655 -1.64505 -1.61174
H -3.52734 -1.95186 0.11057
```

Output
**SMILES string**: CCOC(=O)N1CCN(C(=O)c2cn(CC(C)C)c(=O)c3c2c2ccccc2n3C)CC1
**Molecular weight**: 438.53 g mol⁻¹
**Relative energy (zero: lowest compared OMol25 entry of this formula, charge and spin)**: 0.0 kcal per mole
**Kohn-Sham gap**: 8.0530 eV
**Calculated total energy**: -1452.61953 Eh
**E_HOMO**: -7.64 eV
**Total charge**: 0

C39H40Cl3N2O2P2V | ωB97M-V with the def2-TZVPD basis set

The geometry in XYZ format:
```
89
C39H40Cl3N2O2P2V, DFT ωB97M-V with the def2-TZVPD basis set
V -0.17698 0.84169 0.85891
O -1.04513 -0.73702 0.06692
P -0.71798 -1.63137 -1.12645
C 1.04955 -2.05388 -1.11823
P 2.12566 -0.58813 -1.02622
O 1.54413 0.39291 -0.00495
C 3.74417 -1.14584 -0.53897
C 3.89650 -2.05857 0.50873
C 5.16338 -2.39489 0.94955
C 6.28089 -1.82695 0.34898
C 6.13556 -0.92828 -0.69736
C 4.86926 -0.58317 -1.14375
C 2.23691 0.18479 -2.62718
C 2.43669 -0.56758 -3.78401
C 2.59681 0.07670 -4.99944
C 2.56981 1.46489 -5.05845
C 2.38723 2.21450 -3.90473
C 2.21944 1.57729 -2.68511
C -1.04150 -0.80336 -2.67424
C -1.11265 0.58574 -2.73456
C -1.28195 1.21585 -3.95660
C -1.38353 0.45697 -5.11448
C -1.33324 -0.93051 -5.05686
C -1.16355 -1.56499 -3.83736
C -1.65383 -3.13826 -1.07611
C -1.06769 -4.40003 -1.14917
C -1.87205 -5.52969 -1.12798
C -3.24960 -5.39705 -1.03610
C -3.83650 -4.13819 -0.96776
C -3.04289 -3.00621 -0.99054
H 1.29210 -2.63408 -2.01115
H 1.24846 -2.66043 -0.23115
H 3.03525 -2.51015 0.98567
H 5.28309 -3.10304 1.75809
H 7.26977 -2.08861 0.70104
H 7.00730 -0.50108 -1.17364
H 4.75847 0.11988 -1.95933
H 2.48184 -1.64958 -3.74051
H 2.75529 -0.50182 -5.89959
H 2.70237 1.96303 -6.00980
H 2.38390 3.29521 -3.95693
H 2.09601 2.15245 -1.77562
H -1.05988 1.17830 -1.82596
H -1.33997 2.29537 -4.00858
H -1.51503 0.94969 -6.06887
H -1.43990 -1.51570 -5.96016
H -1.14326 -2.64763 -3.78161
H 0.00681 -4.51218 -1.21876
H -1.42408 -6.51230 -1.18374
H -3.87206 -6.28156 -1.01615
H -4.91187 -4.04500 -0.90309
H -3.49434 -2.02208 -0.94131
C -4.94192 1.81762 1.27935
C -3.73657 2.01280 2.15695
C -3.72750 2.97189 3.15250
C -2.63859 3.12696 4.01909
C -2.68571 4.14033 5.12822
C -1.52631 2.31973 3.85249
C -1.51593 1.33165 2.86528
C -2.62101 1.17680 2.02098
N -0.37246 0.54466 2.57991
C 0.46523 -0.17136 3.57922
C -0.25938 -0.34995 4.91400
C 1.77530 0.59486 3.76978
C 0.76360 -1.54835 2.98128
H -5.66385 1.16044 1.76788
H -4.67307 1.36380 0.32507
H -5.44560 2.76380 1.08546
H -4.59680 3.60724 3.28053
H -3.33607 4.97591 4.87490
H -1.69420 4.52685 5.35979
H -3.08218 3.67738 6.03392
H -0.65871 2.46428 4.48328
H -2.67563 0.32311 1.35319
H -0.18706 0.53646 5.54195
H 0.20006 -1.17472 5.45772
H -1.31450 -0.58496 4.76900
H 1.58479 1.60535 4.13365
H 2.32510 0.66111 2.82789
H 2.40105 0.08358 4.50218
H -0.16071 -2.09893 2.79891
H 1.38834 -2.12301 3.66470
H 1.30423 -1.43513 2.03797
Cl 0.53151 5.24686 -1.71544
C -0.44954 4.91960 -0.28997
Cl -0.50695 6.28469 0.79620
Cl -2.08447 4.41170 -0.77014
C 0.12019 3.75204 0.41021
N 0.29814 2.72881 0.89673
```

Output
**Spin multiplicity**: 3
**<S²>**: 2.053
**Molecular weight**: 788.01 g mol⁻¹
**Relative energy (zero: lowest compared OMol25 entry of this formula, charge and spin)**: 9.7 kcal per mole
**Kohn-Sham gap (spin up / spin down)**: 7.7029 / 7.7756 eV
**Calculated total energy**: -4777.07549 Eh
**E_HOMO (spin up / spin down)**: -13.36 / -13.36 eV
**Total charge**: +2

C10H16Cl3NO4W | ωB97M-V with the def2-TZVPD basis set

The geometry in XYZ format:
```
35
C10H16Cl3NO4W, DFT ωB97M-V with the def2-TZVPD basis set
C 0.75282 -0.31487 -1.53314
C -0.51994 0.31866 -1.75301
C -1.49374 -0.33401 -0.86623
C -0.81081 1.40898 -2.71200
C -0.78951 -1.34456 -0.10794
C 0.59498 -1.31588 -0.51761
C 1.63912 -2.32526 -0.16190
C 2.01952 -0.02209 -2.27239
C -2.96266 -0.12009 -0.90458
C -1.39253 -2.30553 0.86528
W -0.14696 0.92070 0.39655
Cl -1.62145 2.81368 -0.24041
Cl 1.50738 2.46718 -0.23326
Cl -1.72375 0.75808 2.08381
H 0.10228 1.81972 -3.12858
H -1.30490 2.21019 -2.14447
H -1.54102 1.13000 -3.47312
H -3.18154 0.95569 -0.97690
H -3.43230 -0.52067 0.01232
H -3.42252 -0.59512 -1.79546
H -2.14182 -1.80293 1.48505
H -0.60799 -2.73767 1.49266
H -1.88314 -3.11786 0.33336
H 1.47715 -2.67209 0.87207
H 2.63559 -1.86743 -0.25436
H 1.60210 -3.20522 -0.83819
H 2.10946 1.05296 -2.48931
H 2.04824 -0.57246 -3.22747
H 2.87720 -0.35753 -1.67350
O 1.27494 0.09641 1.63410
H 1.48191 0.57393 2.45942
O 2.24642 1.85064 3.82115
N 1.72375 2.23981 4.91697
O 1.72766 3.47589 5.22625
O 1.15607 1.43875 5.70485
```

Output
**Spin multiplicity**: 3
**<S²>**: 2.012
**Molecular weight**: 504.44 g mol⁻¹
**Relative energy (zero: lowest compared OMol25 entry of this formula, charge and spin)**: 0.0 kcal per mole
**Kohn-Sham gap (spin up / spin down)**: 5.6448 / 7.0149 eV
**Calculated total energy**: -2194.08062 Eh
**E_HOMO (spin up / spin down)**: -0.59 / -1.97 eV
**Total charge**: -2

C4H13N2S | ωB97M-V with the def2-TZVPD basis set

The geometry in XYZ format:
```
20
C4H13N2S, DFT ωB97M-V with the def2-TZVPD basis set
N 2.76690 0.01982 0.39648
C 1.88247 0.62942 -0.62200
C 0.64200 1.13564 0.09742
N 0.01548 -0.07209 0.77309
C -0.88386 -0.91826 -0.06792
C -2.26104 -0.22472 -0.23465
S -3.36151 -1.40725 -1.11436
H 3.15283 -0.85529 0.15296
H 3.42515 0.72127 0.70511
H 1.61849 -0.09666 -1.38693
H 2.40969 1.48988 -1.03435
H -0.07503 1.74454 -0.43931
H 0.96465 1.71043 0.96892
H -0.56193 0.27370 1.53225
H 0.83877 -0.52720 1.19664
H -0.42504 -1.03013 -1.04691
H -1.12530 -1.89965 0.33320
H -2.12012 0.67661 -0.83721
H -2.65808 0.14988 0.70639
H -4.24454 -1.51995 -0.07882
```

Output
**SMILES string**: NCC[NH2+]CCS
**Molecular weight**: 121.23 g mol⁻¹
**Relative energy (zero: lowest compared OMol25 entry of this formula, charge and spin)**: 21.6 kcal per mole
**Kohn-Sham gap**: 9.8913 eV
**Calculated total energy**: -667.64536 Eh
**E_HOMO**: -12.87 eV
**Total charge**: +1

C25H49NO2SSi2W | ωB97M-V with the def2-TZVPD basis set

The geometry in XYZ format:
```
81
C25H49NO2SSi2W, DFT ωB97M-V with the def2-TZVPD basis set
O -0.94845 -1.46688 -1.67024
O 1.37293 1.18365 -2.77444
C 0.01500 -2.49362 -1.97785
C -0.44554 -3.85086 -1.48070
H 0.95933 -2.20152 -1.46551
H 0.19966 -2.44829 -3.06471
H -0.59649 -3.88463 -0.39834
H 0.32912 -4.56827 -1.74130
H -1.37215 -4.15663 -1.97169
C -1.88138 -0.93963 -2.62281
C -1.58051 -1.11735 -4.09386
H -1.97818 0.13033 -2.38211
H -2.84532 -1.38498 -2.37451
H -0.75122 -0.48180 -4.43107
H -2.48067 -0.78622 -4.63467
H -1.39023 -2.15463 -4.37751
C 0.57161 2.51371 -2.97554
C 2.44757 0.68450 -3.75530
C -0.41243 2.39673 -4.10359
H 1.32603 3.29269 -3.10846
H 0.07333 2.60831 -2.00201
H 0.06833 2.28433 -5.08158
H -0.97314 3.33932 -4.15548
H -1.13466 1.57995 -3.96382
C 2.04807 0.93985 -5.16926
H 2.49772 -0.37583 -3.51646
H 3.37780 1.20064 -3.47305
H 1.18496 0.32395 -5.47020
H 2.88267 0.67510 -5.82744
H 1.85281 2.00093 -5.36123
H 1.69896 1.15498 -1.81531
W -0.13429 -0.11749 1.67775
C 1.04145 0.42650 0.07675
Si 2.88000 0.61189 0.57525
H 0.91405 -0.33349 -0.69595
H 0.60769 1.37563 -0.25327
C 3.89818 -0.59210 -0.45193
C 3.32188 0.30013 2.36928
C 3.36285 2.36268 0.13380
C -1.63177 -1.25466 1.09020
Si -3.06538 -0.02505 1.19277
H -1.88321 -2.15124 1.68522
H -1.53501 -1.59438 0.04404
C -4.37373 -0.78787 0.07386
C -2.70431 1.70765 0.56357
C -3.76758 0.07413 2.91673
H 2.86197 2.73588 -0.76772
H 4.44931 2.44184 -0.02055
H 3.09734 3.03071 0.96569
H 3.60651 -1.63410 -0.25078
H 4.96017 -0.49510 -0.17578
H 3.82972 -0.41547 -1.53542
H 2.95084 -0.65860 2.75465
H 2.94555 1.09602 3.02469
H 4.41879 0.27948 2.47819
H -3.49337 1.92748 -0.17361
H -1.74542 1.89794 0.06146
H -2.81696 2.44410 1.37299
H -4.74821 0.56630 2.85411
H -3.14878 0.64128 3.62390
H -3.91341 -0.93830 3.31704
H -5.36452 -0.43919 0.39585
H -4.35464 -1.88428 0.15149
H -4.23915 -0.51668 -0.98274
S 1.08246 -2.53689 5.18294
C 1.64845 -3.42810 3.81382
C 1.35927 -2.81355 2.60534
C 0.74092 -1.54151 2.81710
C 0.58629 -1.20599 4.17217
C -0.05143 0.03149 4.55023
C -0.60394 0.40398 5.76928
C -1.29842 1.59664 5.88837
C -1.40409 2.44646 4.78350
C -0.80775 2.08250 3.58951
N -0.27504 0.83621 3.45544
H 2.11879 -4.40449 3.95030
H 1.54376 -3.19743 1.60267
H -0.52901 -0.32785 6.57777
H -1.75737 1.87620 6.84208
H -1.95038 3.39269 4.84431
H -0.74454 2.71023 2.70372
```

Output
**Molecular weight**: 667.75 g mol⁻¹
**Relative energy (zero: lowest compared OMol25 entry of this formula, charge and spin)**: 0.0 kcal per mole
**Kohn-Sham gap**: 4.9238 eV
**Calculated total energy**: -2229.79670 Eh
**E_HOMO**: -20.22 eV
**Total charge**: +4

C4H7N3 | ωB97M-V with the def2-TZVPD basis set

The geometry in XYZ format:
```
14
C4H7N3, DFT ωB97M-V with the def2-TZVPD basis set
C -1.48699 0.87545 1.51992
N -1.28332 -0.00473 0.39403
C -0.08980 -0.20766 -0.18169
N -0.04473 -1.06867 -1.29098
N 1.39737 -1.64645 -1.21520
C 1.66476 -0.30979 -1.18971
C 1.14571 0.37353 -0.02306
H -0.79320 1.71739 1.43884
H -2.50654 1.27066 1.50152
H -1.31783 0.37380 2.48153
H -2.01539 -0.63771 0.10565
H 1.54098 -2.00926 -2.15823
H 2.20565 0.16662 -2.01635
H 1.58335 1.10681 0.63373
```

Output
**Molecular weight**: 97.12 g mol⁻¹
**Relative energy (zero: lowest compared OMol25 entry of this formula, charge and spin)**: 107.7 kcal per mole
**Kohn-Sham gap**: 7.7823 eV
**Calculated total energy**: -320.71162 Eh
**E_HOMO**: -7.08 eV
**Total charge**: 0

C5H12NO2 | ωB97M-V with the def2-TZVPD basis set

The geometry in XYZ format:
```
20
C5H12NO2, DFT ωB97M-V with the def2-TZVPD basis set
O -0.81194 1.50524 0.80222
C 0.01111 0.81838 0.20566
O 1.40161 1.06786 0.40761
C -0.18587 -0.22402 -0.71766
C 0.94943 -0.90163 -1.44117
C 1.78656 -1.84595 -0.52467
C 0.90370 -2.92542 0.11193
N -3.39519 3.93845 1.10703
H 1.45731 1.85908 0.95233
H -1.22078 -0.34690 -1.11234
H 1.61942 -0.13895 -1.85972
H 0.52524 -1.50094 -2.28251
H 2.58679 -2.28326 -1.14592
H 2.25994 -1.22519 0.27745
H 0.34486 -3.58559 -0.58282
H 0.18487 -2.42781 0.75989
H 1.50373 -3.58164 0.77162
H -2.63982 3.22553 1.21066
H -3.09102 4.85978 1.35613
H -4.18994 3.71299 1.70426
```

Output
**Molecular weight**: 118.16 g mol⁻¹
**Relative energy (zero: lowest compared OMol25 entry of this formula, charge and spin)**: 96.9 kcal per mole
**Kohn-Sham gap**: 3.0995 eV
**Calculated total energy**: -402.56746 Eh
**E_HOMO**: -12.11 eV
**Total charge**: +1